(1)
The following is a DFT calculation (ωB97M-V with the def2-TZVPD basis set) of a molecular structure, C33H57MgN3O5Si at a distorted geometry.

Structure (ORCA input):
```
! RIJCOSX wB97M-V def2-TZVPD def2/J DEFGRID3
* xyz 0 1
O -2.70210 -0.65356 0.69754
O -5.64625 1.02111 -3.22868
C -3.47825 -1.97909 0.53078
C -3.80936 -2.48150 1.90379
H -2.80953 -2.64257 -0.02593
H -4.35348 -1.72200 -0.07507
H -2.90352 -2.82480 2.41976
H -4.48164 -3.34052 1.81193
H -4.30062 -1.71401 2.51013
C -3.54606 0.58574 1.03771
C -5.02479 0.45877 0.80331
H -3.10749 1.36721 0.42290
H -3.29298 0.78140 2.07862
H -5.28473 0.33068 -0.25741
H -5.46694 1.40449 1.13847
H -5.47865 -0.32697 1.41559
C -4.69057 2.06323 -3.21653
C -5.36305 -0.04960 -4.11950
C -5.25326 3.21623 -2.40663
H -4.46629 2.42074 -4.23921
H -3.74279 1.70934 -2.76196
H -6.29593 3.42517 -2.66665
H -4.66570 4.11857 -2.58602
H -5.20973 2.98988 -1.33643
C -6.66449 -0.46404 -4.77725
H -4.96489 -0.88983 -3.52653
H -4.62054 0.21716 -4.89360
H -7.39855 -0.75522 -4.02371
H -6.50939 -1.29892 -5.45934
H -7.08010 0.37125 -5.34540
H -2.06581 -0.55118 -0.11112
N 1.52664 -1.69485 0.43893
C 2.73890 -1.74971 -0.10986
C 3.23759 -0.84448 -1.08021
C 2.83887 0.47188 -1.38367
C 3.67321 -2.86655 0.29349
H 3.20744 -3.85072 0.15663
H 3.98549 -2.76862 1.34124
H 4.56962 -2.81330 -0.32911
C 3.67423 1.23013 -2.39146
H 4.47118 1.80106 -1.89320
H 3.06386 1.92597 -2.97991
H 4.14361 0.51560 -3.07771
N 1.81933 1.06933 -0.76419
C 1.10282 -2.58088 1.47907
C 0.28276 -3.70573 1.19965
C -0.04305 -4.14998 -0.19155
C -0.25073 -4.44916 2.25105
H -0.90185 -5.29121 2.01269
C 0.05528 -4.14390 3.57561
H -0.36467 -4.73422 4.39011
C 0.90622 -3.07598 3.84891
H 1.17356 -2.82251 4.87481
C 1.45105 -2.30757 2.82427
C 2.34843 -1.17400 3.20703
C 1.74272 2.47660 -0.60897
C 0.79433 3.21526 -1.35881
C -0.07823 2.54151 -2.36864
C 0.67593 4.58703 -1.15708
H -0.05142 5.14013 -1.75451
C 1.46592 5.22932 -0.20560
H 1.36545 6.30101 -0.04821
C 2.37503 4.49918 0.55907
H 2.98256 4.97992 1.32610
C 2.52064 3.12642 0.37760
C 3.45480 2.33199 1.23810
Mg 0.24884 -0.10589 -0.09567
H -1.12212 -4.05186 -0.38393
H 0.18895 -5.22052 -0.31254
H 0.50620 -3.58984 -0.95454
H 3.08145 -0.92075 2.43577
H 2.89789 -1.45887 4.11454
H 1.76531 -0.27521 3.44576
H -1.09082 2.96988 -2.33473
H -0.15817 1.45769 -2.20645
H 0.30410 2.69482 -3.38950
H 2.93857 1.49183 1.72702
H 3.86113 2.98641 2.01888
H 4.30225 1.92375 0.66702
H 4.13903 -1.17389 -1.59301
C -1.15371 -1.04607 -1.67588
Si -0.56673 -1.45448 -3.42678
H -1.36223 -2.04526 -1.26057
H -2.12395 -0.56719 -1.89826
C -1.59452 -2.91183 -4.05048
C 1.22165 -1.97607 -3.62832
C -0.93103 -0.00488 -4.55790
H -1.88404 0.48236 -4.30443
H -1.00477 -0.38253 -5.58880
H -0.13260 0.74749 -4.52629
H -1.65191 -3.71164 -3.29983
H -1.14428 -3.33650 -4.95844
H -2.62021 -2.60321 -4.29549
H 1.60236 -2.55119 -2.77778
H 1.88146 -1.11663 -3.79132
H 1.27844 -2.61616 -4.51899
O 0.19326 0.59728 1.92641
N -0.75764 1.42078 1.66454
O -1.39216 2.01928 2.51219
O -1.03689 1.51312 0.37227
*
```

As for the energy above the lowest of the compared OMol25 structures with the same formula, charge and spin: 97.31 kJ/mol. Its calculated total energy is -2321.618836 hartree. The calculation puts the lowest unoccupied orbital energy at 0.306 eV. The HOMO energy is -0.2628 hartree. The HOMO-LUMO gap is 7.457 eV.

Mulliken atomic charge list, values in e, 4 entries:
1 O 0.01
2 O -0.39
3 C 0.44
4 C -1.29

---

(2)
The following is a DFT calculation (ωB97M-V with the def2-TZVPD basis set) of a molecular structure, C33H58CsO6P2S2 at a distorted geometry.

Structure (ORCA input):
```
! RIJCOSX wB97M-V def2-TZVPD def2/J DEFGRID3
* xyz -1 1
Cs -0.45411 -0.34986 0.31421
O 0.77517 3.90550 -0.58875
S 0.59470 2.71533 0.25113
O 1.80257 2.97223 1.46237
O 1.12944 1.43681 -0.31503
C 2.67296 1.99198 1.87853
C 4.00776 2.31156 1.57314
C 5.05437 1.48656 1.93288
C 4.77336 0.30583 2.60730
C 3.46332 -0.00361 2.90979
C 2.38984 0.81078 2.56022
S 0.81296 0.18069 3.19375
O -0.21033 1.09926 2.70347
O 0.94943 0.10403 4.62799
O 0.70407 -1.11133 2.49716
H 4.16877 3.23038 1.02773
H 6.07097 1.76203 1.68020
H 5.57064 -0.36582 2.90182
H 3.25223 -0.92083 3.44542
C 1.37372 -4.57993 -4.18424
C 0.48559 -3.92206 -3.12712
C -0.77710 -3.38651 -3.79892
P 1.19195 -2.61437 -1.99060
C 2.47072 -1.61333 -2.89120
C 1.83335 -0.88916 -4.07382
C 3.79555 -2.25553 -3.29739
C 2.16702 -3.54649 -0.70898
C 2.84939 -4.84635 -1.13459
C 1.30285 -3.79484 0.53374
H 0.82506 -5.36851 -4.70728
H 2.27659 -5.02200 -3.77185
H 1.67885 -3.85373 -4.94089
H 0.17116 -4.69648 -2.41267
H -0.53572 -2.60301 -4.52093
H -1.46938 -2.95366 -3.07569
H -1.28963 -4.18433 -4.34147
H 2.69577 -0.84376 -2.14028
H 1.66048 -1.56199 -4.91848
H 2.48494 -0.08650 -4.42340
H 0.87588 -0.44113 -3.80473
H 3.66248 -3.05047 -4.03248
H 4.32450 -2.67778 -2.44313
H 4.45363 -1.50662 -3.74487
H 2.94294 -2.82554 -0.42017
H 2.11544 -5.61024 -1.40152
H 3.43532 -5.25245 -0.30650
H 3.51728 -4.72149 -1.98455
H 0.35864 -4.28763 0.28320
H 1.08893 -2.87690 1.08444
H 1.83388 -4.45736 1.22183
C -7.74052 0.21512 -1.72040
C -7.02664 -0.45514 -0.55583
C -5.81052 0.37319 -0.12989
C -5.12040 1.06887 -1.32174
C -5.35003 0.23169 -2.58291
C -6.83495 0.20809 -2.96030
P -3.30330 1.29719 -0.97456
C -2.53356 2.06698 -2.48056
C -3.40308 3.03649 -3.31636
C -3.02259 3.03420 -4.79565
C -1.50918 3.02463 -4.93855
C -0.91554 1.72252 -4.38051
C -1.83860 1.02836 -3.37438
C -3.24154 2.70797 0.22633
C -4.17822 3.91491 -0.02669
C -5.27910 4.02568 1.01929
C -4.69266 4.22329 2.41804
C -3.38250 3.44597 2.59905
C -3.31362 2.22756 1.68847
H -7.98394 1.24338 -1.43701
H -8.69344 -0.27105 -1.94173
H -6.71269 -1.45896 -0.85620
H -7.69391 -0.59380 0.29831
H -5.09007 -0.26373 0.39523
H -6.12299 1.12844 0.59495
H -5.60412 2.04129 -1.48157
H -4.98057 -0.78270 -2.40117
H -4.76515 0.60793 -3.42501
H -7.04018 -0.67824 -3.56708
H -7.06470 1.06966 -3.59393
H -1.71687 2.65480 -2.04013
H -3.27806 4.04636 -2.91662
H -4.46851 2.81011 -3.21394
H -3.46358 3.90197 -5.29433
H -3.44525 2.15409 -5.29295
H -1.10163 3.87864 -4.39010
H -1.20774 3.16404 -5.98006
H 0.03607 1.93937 -3.89075
H -0.68927 1.02971 -5.19753
H -1.23261 0.33091 -2.77980
H -2.58472 0.41418 -3.88936
H -2.21621 3.07857 0.10156
H -4.61593 3.87526 -1.02708
H -3.58096 4.83165 -0.01045
H -5.88567 3.11601 0.99513
H -5.96462 4.84243 0.77373
H -5.42562 3.90956 3.16767
H -4.51530 5.28776 2.59564
H -3.25163 3.15163 3.64198
H -2.52561 4.08311 2.36353
H -4.18738 1.58550 1.85103
H -2.43421 1.63378 1.94169
*
```

As for the energy above the lowest of the compared OMol25 structures with the same formula, charge and spin: 139.33 kJ/mol. Its calculated total energy is -3243.010654 hartree. The calculation puts the lowest unoccupied orbital energy at 1.852 eV. The HOMO energy is -0.1942 hartree. The HOMO-LUMO gap is 7.137 eV.

Mulliken atomic charge list, values in e, 4 entries:
1 Cs 2.27
2 O -0.59
3 S 0.56
4 O -0.47

---

(3)
The following is a DFT calculation (ωB97M-V with the def2-TZVPD basis set) of 10 unconnected molecules or ions with the total composition C33H58F9NO13 at a distorted geometry.

Structure (ORCA input):
```
! RIJCOSX wB97M-V def2-TZVPD def2/J DEFGRID3
* xyz 0 1
C 1.43950 1.09667 -7.91043
C 0.59387 1.38302 -6.65428
O -0.54940 0.43665 -6.54151
C -1.68399 0.93417 -6.96351
O -1.96578 1.87576 -7.66691
C -2.83301 -0.12160 -6.55058
F -3.97484 0.27174 -7.02243
F -2.53706 -1.31481 -7.00358
F -2.96480 -0.22075 -5.22458
H 2.32897 1.76288 -7.81469
H 0.90313 1.45480 -8.79983
H 1.74914 0.04311 -7.98703
H 0.24137 2.42585 -6.65743
H 1.16406 1.34909 -5.73896
C 2.37108 2.47532 1.84172
C 2.57720 3.10759 0.42726
O 1.31541 3.20251 -0.28668
C 1.36087 3.50005 -1.55708
O 2.39466 3.65334 -2.12442
C -0.11121 3.68056 -2.07755
F -0.30078 3.11372 -3.26394
F -1.11424 3.22487 -1.25810
F -0.34926 4.98646 -2.27268
H 1.67596 1.67952 1.69538
H 1.76602 3.20122 2.37795
H 3.27316 2.39407 2.35227
H 3.29806 2.46436 -0.04706
H 2.95569 4.14549 0.49709
C -2.18710 -2.03520 0.17652
C -1.88801 -1.03529 -0.89904
O -0.50038 -1.07068 -1.22059
C 0.36919 -0.49029 -0.43984
O 0.13535 0.12466 0.54606
C 1.73918 -0.29802 -1.20686
F 2.67382 0.19534 -0.43592
F 2.22537 -1.42547 -1.75186
F 1.51148 0.60499 -2.20586
H -3.31661 -1.97190 0.30365
H -1.79447 -1.75770 1.13879
H -1.99462 -3.07265 -0.07883
H -2.15810 0.01593 -0.62822
H -2.32889 -1.35089 -1.83054
C -6.41811 3.08895 5.25864
N -5.85847 2.20671 4.27476
C -4.96911 1.21440 4.77965
C -6.10015 2.33561 2.93089
O -5.79524 1.58151 2.03825
H -7.26929 3.64701 4.74941
H -5.68259 3.74669 5.69991
H -6.92222 2.46560 6.02803
H -5.36031 0.48284 5.38716
H -4.41790 0.82236 3.92098
H -4.23117 1.70467 5.38004
H -6.76437 3.17158 2.74013
C 0.11771 -5.05730 -0.44419
C 0.98099 -4.30275 0.55647
C 1.96553 -5.06015 1.31805
O 0.94486 -3.07569 0.57636
H 0.79666 -5.50784 -1.12016
H -0.41737 -4.27412 -0.87837
H -0.68634 -5.73664 -0.05529
H 1.56343 -5.99871 1.69040
H 2.35123 -4.49922 2.24385
H 2.79291 -5.17271 0.62384
C 4.76985 -4.14176 -1.85946
C 4.60703 -3.22872 -3.01234
C 4.91150 -1.75789 -2.77101
O 4.17303 -3.67045 -4.07597
H 4.46146 -3.63722 -0.98096
H 5.85307 -4.29298 -1.70143
H 4.31257 -5.07564 -1.93936
H 4.51795 -1.42840 -1.80428
H 4.54883 -1.14601 -3.60919
H 5.98532 -1.75451 -2.70152
C 8.95699 -0.58907 3.41723
C 8.82164 -0.12285 1.98817
C 9.92052 -0.38829 0.99875
O 7.82607 0.45475 1.57234
H 9.56823 -1.46295 3.67764
H 8.04243 -0.75960 3.91098
H 9.40141 0.28486 3.94808
H 10.88685 -0.00166 1.38310
H 9.66647 -0.00808 0.03895
H 10.12412 -1.41591 0.91944
C -6.74254 1.47967 -1.39617
C -5.21638 1.31368 -1.33303
C -4.38269 2.45285 -0.70487
O -4.69925 0.22675 -1.57748
H -7.13455 0.51890 -1.16309
H -7.11413 1.84753 -2.38774
H -6.98316 2.23695 -0.62266
H -4.44167 3.41714 -1.17501
H -3.34890 2.14546 -0.82689
H -4.60576 2.40222 0.36600
C -0.30214 -2.46268 3.70507
C -1.28677 -3.51325 3.20456
C -2.74966 -3.13043 3.34457
O -1.01086 -4.62881 2.80683
H 0.47959 -3.01777 4.29014
H -0.81922 -1.73749 4.36531
H 0.14650 -1.99952 2.79939
H -3.28874 -3.58974 2.56327
H -2.73861 -2.06847 3.35468
H -3.09987 -3.48151 4.31229
C -1.18259 2.06394 4.15467
C -2.23155 2.88643 3.51693
C -2.29823 2.91502 2.00676
O -3.05293 3.48842 4.16192
H -0.38256 1.83377 3.43335
H -1.66156 1.10063 4.54519
H -0.47812 2.55378 4.85500
H -1.46788 3.48956 1.62309
H -3.32143 3.14029 1.77149
H -2.07037 1.83781 1.67263
*
```

Its calculated total energy is -3223.833533 hartree. The calculation puts the lowest unoccupied orbital energy at 0.436 eV. The HOMO energy is -0.3395 hartree. The HOMO-LUMO gap is 9.673 eV.

Mulliken atomic charge list, values in e, 4 entries:
1 C -1.12
2 C -0.23
3 O -0.26
4 C 0.32

---

(4)
The following is a DFT calculation (ωB97M-V with the def2-TZVPD basis set) of a molecular structure, C33H59As3N6O7V at a distorted geometry.

Structure (ORCA input):
```
! RIJCOSX wB97M-V def2-TZVPD def2/J DEFGRID3
* xyz 0 4
V -0.30693 -0.42229 -1.16309
O 1.85361 -0.56935 -4.35060
C 0.77629 -0.23189 -3.85966
O -0.01891 -0.99730 -3.18374
C 0.40618 1.26645 -3.97246
C -1.09843 1.47665 -3.70031
C -1.66086 2.83716 -4.07595
C -0.97544 3.78029 -3.05118
C -0.18414 2.73793 -2.19776
O -1.03180 1.56975 -2.26389
C 1.07656 2.16560 -2.88672
C 1.92077 1.56886 -1.75124
O 2.99276 2.12435 -1.50098
O 1.46225 0.55972 -1.13800
H 0.69886 1.59315 -4.98099
H -1.66738 0.59600 -4.01699
H -1.42071 3.10091 -5.11904
H -2.73359 2.82645 -4.01475
H -0.29338 4.50721 -3.57438
H -1.65841 4.31756 -2.40691
H -0.07126 3.04437 -1.17191
H 1.69196 2.94837 -3.37863
C 1.68305 0.38911 3.82807
As 1.47253 0.24582 1.91069
C 2.14426 2.04272 1.57946
C 3.14327 -0.74049 1.46539
C 3.21402 -2.27266 1.56777
C 2.22703 -2.86326 2.62915
C 2.93082 -2.91855 0.20803
As 1.16444 -2.72447 -0.58719
C 0.14110 -4.28932 0.13864
C 1.67151 -3.35456 -2.35887
C 4.61803 -2.66776 2.05582
As 6.32279 -2.21856 1.08150
C 6.31673 -3.73778 -0.21123
C 5.85592 -0.79973 -0.18560
H 2.70348 0.67166 4.16170
H 1.46823 -0.55365 4.30536
H 1.00635 1.14637 4.16931
H 2.97990 2.23247 2.26388
H 1.38311 2.77826 1.76539
H 2.53457 2.11134 0.54526
H 3.86903 -0.30426 2.16225
H 3.42418 -0.40405 0.47537
H 1.19568 -2.66798 2.34024
H 2.42172 -2.41620 3.60387
H 2.37990 -3.94323 2.67589
H 3.12040 -3.99710 0.26991
H 3.62057 -2.52103 -0.50041
H 0.80407 -5.17484 0.21444
H -0.68901 -4.52991 -0.50785
H -0.18082 -4.09790 1.17082
H 2.31985 -4.20852 -2.26273
H 2.12398 -2.52839 -2.86256
H 0.77985 -3.61499 -2.94002
H 4.70154 -3.74546 2.13007
H 4.79036 -2.24071 3.04321
H 6.17781 -4.68569 0.32538
H 7.32568 -3.73037 -0.63785
H 5.57370 -3.61930 -0.96462
H 5.79235 0.10615 0.40676
H 4.93602 -0.90598 -0.74524
H 6.68964 -0.75717 -0.89091
C -3.23326 -2.06490 -3.34216
N -3.83535 -2.38291 -2.03774
C -4.84146 -3.43275 -2.06495
C -3.12921 -2.14106 -0.90086
O -1.95224 -1.78586 -0.96297
N -3.74998 -2.30170 0.31514
C -2.92597 -2.33205 1.55182
C -5.14470 -1.98352 0.45856
H -3.05145 -2.97937 -3.91046
H -2.28254 -1.55144 -3.25378
H -3.94950 -1.50796 -3.96335
H -4.63132 -4.12322 -2.90906
H -5.86582 -3.05155 -2.21807
H -4.79674 -4.04538 -1.18661
H -1.87007 -2.40282 1.21871
H -3.10081 -3.23395 2.15338
H -3.05139 -1.41898 2.14550
H -5.64346 -1.86141 -0.51364
H -5.27352 -1.05384 1.02935
H -5.65622 -2.80900 1.02238
N -3.99743 2.09576 0.31404
C -3.04577 1.29291 -0.23875
N -2.20670 0.78388 0.62546
C -2.61076 1.30868 1.84955
C -2.11244 1.08164 3.12542
C -2.75495 1.73783 4.17756
C -3.83221 2.61350 3.95774
C -4.32569 2.83295 2.68904
C -3.67674 2.16702 1.66003
H -4.63263 2.69408 -0.19886
H -3.04899 1.15686 -1.30909
H -1.25432 0.44319 3.32803
H -2.41651 1.56132 5.18756
H -4.27100 3.15367 4.79253
H -5.15917 3.53291 2.51705
C 1.39675 5.41201 0.31307
N 0.49712 5.48480 1.49313
C -0.64899 4.73066 1.62981
N -1.38324 5.00938 2.76959
O -1.05828 3.93307 0.81841
H 2.29777 5.97169 0.54438
H 0.89579 5.94450 -0.49776
H 1.68287 4.41972 0.01971
H 0.69805 6.15855 2.18527
H -0.87931 5.34188 3.59407
H -2.08379 4.31121 2.94248
*
```

As for the energy above the lowest of the compared OMol25 structures with the same formula, charge and spin: 0.00 kJ/mol. Its calculated total energy is -9799.507502 hartree. The calculation puts the lowest unoccupied orbital energy (spin up / spin down) at 0.159 / 0.159 eV. The HOMO energy (spin up / spin down) is -0.2551 / -0.2855 hartree. The expectation value of S² is 3.76. The HOMO-LUMO gap (spin up / spin down) is 7.101 / 7.928 eV.

Mulliken atomic charge list, values in e, 4 entries:
1 V 0.89
2 O -0.80
3 C -0.34
4 O -0.47